Version one
{
  "formula": "C42H110N8O13",
  "method": "wB97M-V/def2-TZVPD",
  "elements": ["C", "C", "C", "O", "C", "N", "H", "H", "H", "H", "H", "H", "H", "H", "H", "H", "H", "C", "C", "C", "O", "C", "N", "H", "H", "H", "H", "H", "H", "H", "H", "H", "H", "H", "C", "C", "C", "O", "C", "N", "H", "H", "H", "H", "H", "H", "H", "H", "H", "H", "H", "C", "C", "C", "O", "C", "N", "H", "H", "H", "H", "H", "H", "H", "H", "H", "H", "H", "C", "C", "O", "H", "H", "H", "H", "H", "H", "C", "O", "C", "C", "N", "C", "C", "O", "C", "H", "H", "H", "H", "H", "H", "H", "H", "H", "H", "H", "H", "H", "H", "H", "C", "O", "C", "C", "N", "C", "C", "O", "C", "H", "H", "H", "H", "H", "H", "H", "H", "H", "H", "H", "H", "H", "H", "H", "C", "O", "C", "C", "N", "C", "C", "O", "C", "H", "H", "H", "H", "H", "H", "H", "H", "H", "H", "H", "H", "H", "H", "H", "C", "O", "C", "C", "N", "C", "C", "O", "C", "H", "H", "H", "H", "H", "H", "H", "H", "H", "H", "H", "H", "H", "H", "H"],
  "coordinates": [[-18.755, 0.538, 15.326], [-17.293, 0.938, 15.257], [-16.472, -0.167, 14.569], [-15.163, 0.363, 14.336], [-14.234, -0.603, 13.918], [-17.197, 2.100, 14.389], [-18.888, -0.427, 15.826], [-19.326, 0.518, 14.402], [-19.213, 1.236, 16.037], [-16.919, 1.161, 16.265], [-16.865, -0.387, 13.571], [-16.420, -1.079, 15.168], [-13.865, -0.357, 12.912], [-14.610, -1.625, 13.839], [-13.313, -0.591, 14.509], [-17.577, 2.964, 14.751], [-16.204, 2.264, 14.231], [-25.070, -1.812, 13.489], [-24.500, -0.696, 14.328], [-23.328, -0.107, 13.485], [-22.262, -0.988, 13.189], [-21.329, -1.070, 14.285], [-25.456, 0.405, 14.486], [-25.756, -1.396, 12.747], [-25.708, -2.516, 14.038], [-24.304, -2.455, 13.058], [-24.070, -1.033, 15.276], [-22.947, 0.742, 14.067], [-23.742, 0.293, 12.561], [-20.525, -1.685, 13.889], [-21.774, -1.633, 15.113], [-21.101, -0.056, 14.610], [-26.398, 0.031, 14.416], [-25.383, 0.740, 15.442], [-20.483, -4.737, 8.518], [-19.383, -5.339, 9.377], [-18.649, -4.201, 10.123], [-17.933, -3.403, 9.185], [-16.669, -3.931, 8.856], [-20.052, -6.284, 10.294], [-21.444, -4.667, 9.027], [-20.632, -5.230, 7.557], [-20.211, -3.717, 8.222], [-18.663, -5.897, 8.777], [-17.906, -4.580, 10.832], [-19.404, -3.613, 10.648], [-16.009, -3.136, 8.515], [-16.742, -4.698, 8.079], [-16.212, -4.400, 9.731], [-19.386, -6.706, 10.938], [-20.709, -5.739, 10.848], [-21.292, 0.458, 19.300], [-20.594, -0.593, 18.455], [-19.218, -1.088, 18.990], [-18.681, -1.945, 17.997], [-17.304, -2.150, 17.808], [-21.578, -1.704, 18.220], [-22.258, 0.778, 18.919], [-20.671, 1.364, 19.283], [-21.404, 0.158, 20.344], [-20.390, -0.159, 17.474], [-19.440, -1.715, 19.858], [-18.635, -0.196, 19.222], [-16.792, -1.344, 17.268], [-16.977, -3.022, 17.239], [-16.833, -2.200, 18.796], [-21.326, -2.040, 17.286], [-21.229, -2.507, 18.752], [-18.767, -3.677, 13.650], [-19.345, -4.017, 15.020], [-19.904, -2.870, 15.648], [-18.361, -4.575, 13.184], [-18.000, -2.902, 13.694], [-19.585, -3.296, 13.037], [-18.576, -4.545, 15.595], [-20.168, -4.730, 14.907], [-19.528, -2.881, 16.540], [-20.120, -7.857, 13.375], [-18.812, -7.394, 13.047], [-17.824, -8.367, 13.231], [-17.527, -8.599, 14.738], [-17.186, -7.305, 15.332], [-17.163, -7.202, 16.786], [-18.527, -7.217, 17.436], [-19.096, -8.524, 17.554], [-18.772, -9.151, 18.803], [-20.302, -8.801, 12.861], [-20.758, -7.107, 12.898], [-20.335, -7.882, 14.443], [-16.900, -8.266, 12.668], [-18.194, -9.368, 12.962], [-16.703, -9.316, 14.800], [-18.382, -9.083, 15.222], [-17.855, -6.664, 14.912], [-16.673, -6.245, 16.992], [-16.557, -8.003, 17.216], [-19.218, -6.700, 16.760], [-18.592, -6.677, 18.387], [-17.703, -9.371, 18.819], [-19.433, -10.013, 18.833], [-19.012, -8.469, 19.624], [-10.516, -10.989, 10.842], [-11.676, -10.490, 11.471], [-11.980, -9.188, 10.968], [-12.996, -8.555, 11.940], [-13.331, -7.198, 11.484], [-13.740, -6.356, 12.635], [-14.747, -5.283, 12.188], [-14.822, -4.207, 13.090], [-15.267, -4.456, 14.394], [-10.300, -11.919, 11.378], [-9.614, -10.372, 10.787], [-10.692, -11.307, 9.803], [-12.443, -9.301, 9.982], [-11.121, -8.518, 10.878], [-12.508, -8.535, 12.921], [-13.902, -9.156, 11.991], [-12.480, -6.764, 11.143], [-12.870, -5.826, 13.041], [-14.169, -7.006, 13.398], [-15.735, -5.756, 12.127], [-14.377, -4.850, 11.263], [-16.066, -5.208, 14.373], [-15.677, -3.551, 14.840], [-14.460, -4.880, 15.001], [-28.983, -7.756, 14.696], [-28.176, -6.624, 14.675], [-26.892, -6.892, 15.178], [-26.153, -5.598, 15.476], [-24.749, -5.908, 15.769], [-24.019, -4.702, 16.163], [-22.519, -4.814, 15.896], [-21.812, -5.461, 16.927], [-22.211, -6.768, 17.244], [-28.494, -8.660, 14.309], [-29.948, -7.608, 14.214], [-29.278, -8.085, 15.708], [-26.297, -7.527, 14.514], [-26.930, -7.385, 16.160], [-26.555, -5.067, 16.338], [-26.212, -4.973, 14.573], [-24.359, -6.331, 14.924], [-24.233, -4.459, 17.206], [-24.453, -3.884, 15.563], [-22.147, -3.791, 15.824], [-22.277, -5.303, 14.942], [-22.410, -7.322, 16.316], [-23.099, -6.899, 17.867], [-21.379, -7.273, 17.740], [-21.992, -3.952, 12.667], [-22.330, -5.294, 12.337], [-23.716, -5.584, 12.464], [-23.943, -7.086, 12.437], [-23.477, -7.790, 13.624], [-23.675, -9.226, 13.482], [-23.236, -9.972, 14.717], [-21.810, -10.044, 14.665], [-21.289, -10.576, 15.867], [-22.158, -3.650, 13.699], [-22.374, -3.306, 11.872], [-20.912, -3.943, 12.482], [-24.261, -5.038, 11.685], [-24.109, -5.157, 13.395], [-23.497, -7.432, 11.490], [-25.011, -7.301, 12.318], [-22.495, -7.546, 13.713], [-23.167, -9.595, 12.581], [-24.742, -9.361, 13.278], [-23.650, -10.983, 14.632], [-23.630, -9.517, 15.628], [-20.316, -10.993, 15.587], [-21.926, -11.333, 16.331], [-21.064, -9.802, 16.610]],
  "mulliken_charge": [-1.48, 0.66, -0.18, -0.46, -0.37, -0.74, 0.16, 0.71, 0.40, 0.25, 0.38, -0.28, 0.31, -0.07, 0.26, 0.25, 0.25, -1.45, 1.02, -1.11, -0.37, -1.03, -0.77, 0.54, 0.38, 0.09, 0.08, 0.26, 0.42, 0.29, 0.33, 0.35, 0.28, 0.30, -1.50, 0.50, 0.54, -0.45, -0.32, -0.59, 0.29, 0.32, 0.36, 0.54, -0.46, 0.02, 0.31, 0.30, -0.03, 0.25, -0.15, -1.78, 1.89, -1.01, 0.04, -0.59, -0.63, 0.40, 0.38, 0.34, -0.77, 0.33, 0.43, 0.09, -0.10, 0.48, -0.29, 0.32, -0.49, 2.43, 1.43, -0.15, -0.05, -0.28, -0.06, -1.64, -0.51, 0.09, 0.01, -0.93, -0.35, 0.41, -1.12, 0.30, 0.08, -0.93, 0.50, -0.66, 0.34, 0.31, 0.49, 0.53, -0.04, -0.50, 0.07, 0.55, -0.56, 0.77, 0.25, 0.21, 0.36, -0.76, -0.28, -0.62, -0.35, -0.25, -0.68, -0.16, -0.37, 0.51, 0.26, 0.32, 0.30, 0.34, 0.34, 0.34, 0.19, 0.30, 0.30, 0.34, -0.16, 0.32, -0.16, -0.46, 0.43, -0.75, -0.35, -0.18, -0.44, 0.15, -0.92, 1.67, -0.65, -0.33, 0.28, 0.29, 0.30, -0.03, 0.34, 0.56, 0.03, -0.50, 0.67, 0.03, -0.57, -0.16, -0.03, 0.40, 0.11, 1.80, -0.02, 0.22, -1.74, 1.21, -0.90, -0.74, -0.27, -0.68, -0.26, 0.75, -2.15, 0.54, -0.23, 0.50, 0.74, -1.15, 0.39, 0.51, 0.45, 0.34, 0.22, 0.45, 0.07],
  "spin_multiplicity": 1,
  "orbital_gap_ev": 9.00,
  "molar_mass_g_mol": 935.4,
  "e_homo_ev": -8.5
}


Version two
{
  "formula": "C42H110N8O13",
  "method": "wB97M-V/def2-TZVPD",
  "elements": ["C", "C", "C", "O", "C", "N", "H", "H", "H", "H", "H", "H", "H", "H", "H", "H", "H", "C", "C", "C", "O", "C", "N", "H", "H", "H", "H", "H", "H", "H", "H", "H", "H", "H", "C", "C", "C", "O", "C", "N", "H", "H", "H", "H", "H", "H", "H", "H", "H", "H", "H", "C", "C", "C", "O", "C", "N", "H", "H", "H", "H", "H", "H", "H", "H", "H", "H", "H", "C", "O", "C", "C", "N", "C", "C", "O", "C", "H", "H", "H", "H", "H", "H", "H", "H", "H", "H", "H", "H", "H", "H", "H", "C", "O", "C", "C", "N", "C", "C", "O", "C", "H", "H", "H", "H", "H", "H", "H", "H", "H", "H", "H", "H", "H", "H", "H", "C", "O", "C", "C", "N", "C", "C", "O", "C", "H", "H", "H", "H", "H", "H", "H", "H", "H", "H", "H", "H", "H", "H", "H", "C", "O", "C", "C", "N", "C", "C", "O", "C", "H", "H", "H", "H", "H", "H", "H", "H", "H", "H", "H", "H", "H", "H", "H", "C", "C", "O", "H", "H", "H", "H", "H", "H"],
  "coordinates": [[7.429, 3.839, -1.075], [6.443, 4.993, -0.724], [5.055, 4.564, -0.280], [4.631, 3.596, -1.219], [3.500, 2.864, -0.811], [7.069, 5.906, 0.237], [7.250, 3.024, -0.366], [8.461, 4.118, -0.846], [7.462, 3.636, -2.143], [6.329, 5.517, -1.678], [4.337, 5.386, -0.293], [5.153, 4.142, 0.730], [3.786, 2.197, 0.008], [3.148, 2.205, -1.606], [2.631, 3.482, -0.562], [7.837, 6.434, -0.146], [7.422, 5.346, 1.005], [-2.540, -2.728, -1.216], [-2.628, -3.992, -2.102], [-1.260, -4.176, -2.737], [-0.733, -3.077, -3.464], [-1.604, -2.567, -4.450], [-2.932, -5.177, -1.287], [-2.672, -1.768, -1.716], [-1.501, -2.606, -0.902], [-3.256, -2.954, -0.427], [-3.361, -3.873, -2.899], [-1.385, -5.014, -3.449], [-0.470, -4.511, -2.064], [-2.364, -1.866, -4.092], [-2.116, -3.385, -4.966], [-1.018, -1.991, -5.165], [-2.100, -5.341, -0.703], [-2.795, -6.026, -1.843], [-2.551, -2.729, 3.229], [-3.134, -1.522, 2.493], [-4.583, -1.784, 2.149], [-5.123, -0.677, 1.447], [-6.432, -0.925, 0.978], [-2.939, -0.361, 3.359], [-2.586, -3.600, 2.567], [-3.076, -2.941, 4.163], [-1.492, -2.635, 3.463], [-2.551, -1.431, 1.573], [-5.240, -1.890, 3.023], [-4.607, -2.656, 1.480], [-6.347, -1.563, 0.089], [-6.849, -0.031, 0.514], [-7.152, -1.329, 1.688], [-3.236, 0.479, 2.871], [-3.543, -0.471, 4.168], [1.122, -7.433, 1.888], [0.591, -5.990, 1.915], [1.343, -5.090, 2.909], [0.808, -3.785, 2.918], [1.385, -3.005, 3.953], [0.476, -5.499, 0.529], [2.182, -7.343, 2.155], [1.087, -7.831, 0.878], [0.579, -8.054, 2.595], [-0.427, -6.041, 2.317], [2.383, -5.112, 2.562], [1.289, -5.642, 3.851], [0.671, -2.770, 4.757], [1.551, -1.985, 3.589], [2.236, -3.532, 4.380], [0.405, -4.479, 0.604], [1.403, -5.552, 0.092], [1.442, 5.874, 5.038], [2.365, 4.834, 4.802], [1.766, 3.628, 4.386], [3.006, 2.795, 3.927], [2.679, 1.379, 3.687], [3.817, 0.495, 3.948], [5.141, 0.847, 3.266], [6.081, -0.194, 3.578], [6.764, -0.605, 2.416], [0.618, 5.903, 4.319], [1.985, 6.814, 5.104], [0.957, 5.733, 6.015], [1.205, 3.744, 3.448], [1.091, 3.165, 5.108], [3.768, 2.895, 4.700], [3.415, 3.223, 3.009], [2.524, 1.261, 2.688], [3.563, -0.541, 3.705], [3.921, 0.470, 5.039], [5.501, 1.774, 3.720], [5.041, 0.933, 2.184], [7.359, -1.506, 2.604], [7.551, 0.100, 2.125], [6.090, -0.861, 1.597], [-2.457, 1.624, -0.582], [-3.575, 2.446, -0.820], [-4.473, 2.669, 0.250], [-5.659, 3.500, -0.228], [-6.598, 2.689, -0.983], [-7.911, 3.180, -1.396], [-8.874, 3.208, -0.213], [-8.953, 1.944, 0.369], [-9.897, 1.791, 1.412], [-1.975, 1.332, -1.517], [-2.732, 0.641, -0.181], [-1.763, 2.200, 0.032], [-3.964, 3.165, 1.082], [-4.811, 1.671, 0.558], [-5.171, 4.208, -0.905], [-6.148, 3.916, 0.661], [-6.730, 1.820, -0.486], [-8.220, 2.493, -2.185], [-7.935, 4.170, -1.854], [-9.823, 3.532, -0.678], [-8.649, 3.989, 0.524], [-9.554, 2.413, 2.245], [-9.917, 0.765, 1.768], [-10.891, 2.116, 1.102], [0.381, 3.132, -2.462], [-0.428, 4.223, -2.131], [-0.066, 5.437, -2.802], [-1.071, 6.513, -2.446], [-2.465, 6.146, -2.686], [-2.790, 6.223, -4.120], [-4.166, 5.638, -4.451], [-3.989, 4.296, -4.921], [-3.993, 3.357, -3.865], [0.477, 2.445, -1.623], [1.398, 3.286, -2.848], [-0.058, 2.588, -3.311], [-0.051, 5.266, -3.886], [0.961, 5.622, -2.472], [-0.789, 7.406, -3.009], [-0.916, 6.783, -1.399], [-2.551, 5.184, -2.365], [-2.145, 5.647, -4.788], [-2.794, 7.295, -4.329], [-4.805, 6.237, -5.103], [-4.815, 5.666, -3.564], [-4.170, 2.401, -4.361], [-4.779, 3.474, -3.112], [-3.045, 3.367, -3.317], [5.481, -2.489, -0.911], [4.444, -2.754, 0.010], [4.582, -3.869, 0.871], [4.560, -5.180, 0.065], [3.426, -5.447, -0.813], [3.492, -6.692, -1.570], [2.499, -6.491, -2.737], [3.099, -5.531, -3.595], [2.294, -5.295, -4.738], [5.700, -3.275, -1.641], [6.315, -2.111, -0.315], [5.150, -1.702, -1.595], [3.668, -3.882, 1.459], [5.518, -3.919, 1.428], [4.685, -6.050, 0.721], [5.510, -5.277, -0.488], [3.399, -4.720, -1.522], [3.102, -7.571, -1.045], [4.454, -7.037, -1.964], [1.510, -6.174, -2.398], [2.388, -7.451, -3.254], [2.832, -4.556, -5.328], [1.324, -4.840, -4.500], [2.050, -6.201, -5.297], [0.795, -0.793, -0.378], [1.650, -0.914, 0.875], [2.937, -0.332, 0.722], [-0.281, -0.814, -0.177], [0.938, -1.617, -1.089], [0.923, 0.070, -1.037], [1.721, -1.968, 1.147], [1.147, -0.313, 1.638], [3.540, -1.067, 0.539]],
  "mulliken_charge": [-1.26, 0.27, -0.41, -0.41, -0.19, -0.69, 0.22, 0.43, 0.31, 0.34, 0.34, 0.06, -0.07, 0.22, 0.25, 0.27, 0.26, -0.36, 0.47, -0.52, -0.32, -0.86, -0.81, 0.29, -0.20, -0.13, 0.47, 0.55, -0.03, 0.25, 0.37, 0.28, 0.14, 0.36, -1.74, 1.97, -1.24, -0.13, -0.37, -0.68, 0.33, 0.44, 0.23, -0.78, 0.46, 0.45, 0.31, -0.16, 0.35, 0.28, 0.32, -1.54, 0.48, -0.73, 0.12, -0.94, -0.27, 0.33, 0.36, 0.42, 0.36, 0.20, 0.37, 0.30, 0.23, 0.43, 0.02, -0.10, -0.74, -0.29, -0.59, -0.10, -0.17, -0.31, 0.20, -0.45, -0.34, 0.30, 0.24, 0.29, 0.25, 0.37, 0.42, -0.18, 0.06, -0.32, 0.51, 0.29, -0.04, 0.31, 0.32, -0.12, -0.64, -0.13, 0.11, -0.55, -0.05, -0.99, -0.52, -0.21, -0.85, 0.11, 0.17, 0.35, 0.43, -0.40, 0.12, 0.50, -0.06, 0.41, 0.38, 0.40, 0.39, 0.35, 0.22, 0.32, -0.69, -0.17, -0.52, -0.99, -0.21, -0.28, -0.57, -0.50, -0.18, -0.07, 0.52, 0.35, 0.34, 0.49, 0.44, 0.34, 0.06, 0.21, 0.46, 0.40, 0.20, 0.33, 0.10, -0.01, -1.09, 0.05, 0.45, -1.63, 0.45, -0.93, -0.39, -0.34, -0.55, 0.38, 0.37, 0.27, -0.68, 0.33, 0.55, 0.55, 0.17, 0.35, 0.48, 0.07, 0.55, 0.26, 0.06, 0.33, -0.65, 0.51, 0.24, -0.23, 0.26, 0.22, -0.49, 0.46, -0.23],
  "spin_multiplicity": 1,
  "orbital_gap_ev": 8.89,
  "molar_mass_g_mol": 935.4,
  "e_homo_ev": -8.3
}


Most stable structure among those shown: version one. Next: +0.0271 hartree.